Entry from the Open Molecules 2025 dataset: the molecule C3H3NO3 (wB97M-V/def2-TZVPD).

Geometry as XYZ:
```
10
Properties=species:S:1:pos:R:3:forces:R:3
N -1.130089 0.792928 -1.302142 0.42 -0.33 -0.30
C -0.444696 0.303974 -0.372336 -0.59 0.17 -0.62
O 0.949143 0.279195 -0.423345 -0.13 -0.12 -0.01
C 1.719945 -0.470266 0.403864 -0.18 -0.29 0.40
O 1.336369 -1.142599 1.316338 0.08 0.30 -0.46
C -1.359975 -0.302735 0.694281 -0.72 -0.11 0.08
O -2.487747 -0.481857 0.315372 0.36 -0.35 0.92
H -0.643189 0.971525 -2.167456 0.61 0.60 -0.03
H 2.767960 -0.357313 0.090350 -0.16 0.02 0.07
H -1.046090 -0.556560 1.711225 0.31 0.12 -0.07
```
Positions in Å, forces in eV/Å.

As for the SMILES: [H]/N=C(/C=O)OC=O. The LUMO energy comes out at -0.28 eV. The value obtained for the highest occupied orbital energy is -10.38 eV. Its energy above the lowest of the compared OMol25 structures with the same formula, charge and spin is 2.170 eV.

---

Entry from the Open Molecules 2025 dataset: the molecule C3H3NO3 (wB97M-V/def2-TZVPD).

Geometry as XYZ:
```
10
Properties=species:S:1:pos:R:3:forces:R:3
C 1.568033 -0.090629 -0.195684 2.42 2.52 2.01
C -0.996407 -0.512994 0.024493 6.10 0.44 0.55
C -1.200097 0.945370 0.037263 0.70 5.27 -0.99
H 1.173315 1.006699 -0.365236 1.11 -2.69 -0.58
H 0.683322 -1.991834 0.523026 -1.42 3.56 -1.52
H -2.339424 1.270858 -0.198598 2.43 -0.66 0.75
N 0.405693 -0.936696 0.143936 2.60 -2.00 0.65
O 2.824957 -0.212854 0.016875 -5.66 -1.26 -0.96
O -1.856449 -1.268626 -0.089018 -3.65 -2.77 -0.21
O -0.262942 1.790705 0.102946 -4.64 -2.41 0.29
```
Positions in Å, forces in eV/Å.

As for the SMILES: O=CNC(=O)C=O. The LUMO energy comes out at -1.63 eV. The value obtained for the highest occupied orbital energy is -10.01 eV. Its energy above the lowest of the compared OMol25 structures with the same formula, charge and spin is 3.082 eV.

---

Repeat the first record exactly.
Entry from the Open Molecules 2025 dataset: the molecule C3H3NO3 (wB97M-V/def2-TZVPD).

Geometry as XYZ:
```
10
Properties=species:S:1:pos:R:3:forces:R:3
N -1.130089 0.792928 -1.302142 0.42 -0.33 -0.30
C -0.444696 0.303974 -0.372336 -0.59 0.17 -0.62
O 0.949143 0.279195 -0.423345 -0.13 -0.12 -0.01
C 1.719945 -0.470266 0.403864 -0.18 -0.29 0.40
O 1.336369 -1.142599 1.316338 0.08 0.30 -0.46
C -1.359975 -0.302735 0.694281 -0.72 -0.11 0.08
O -2.487747 -0.481857 0.315372 0.36 -0.35 0.92
H -0.643189 0.971525 -2.167456 0.61 0.60 -0.03
H 2.767960 -0.357313 0.090350 -0.16 0.02 0.07
H -1.046090 -0.556560 1.711225 0.31 0.12 -0.07
```
Positions in Å, forces in eV/Å.

As for the SMILES: [H]/N=C(/C=O)OC=O. The LUMO energy comes out at -0.28 eV. The value obtained for the highest occupied orbital energy is -10.38 eV. Its energy above the lowest of the compared OMol25 structures with the same formula, charge and spin is 2.170 eV.